The following is a quantum chemistry calculation of C16H21N3O2 as an isolated structure, from the Open Molecules 2025 dataset.

Structure (XYZ):
```
42
Properties=species:S:1:pos:R:3:forces:R:3
C 0.754253 -2.645858 -2.380165 -0.25 1.72 -10.82
H 1.536316 -1.975381 -2.661527 0.99 0.47 0.36
H 0.681666 -2.793671 -1.483945 -0.73 -1.00 10.22
C -0.582291 -1.874488 -2.893683 0.01 -3.29 4.32
H -0.647453 -1.578064 -3.903421 0.22 0.12 -0.94
H -1.408798 -2.549838 -2.574605 0.19 0.23 -1.04
C -0.786556 -0.659174 -1.950061 0.14 2.53 -16.84
N -0.964520 -0.648117 -0.753232 -2.47 -2.04 12.43
C -1.963236 -1.331854 -0.181658 -3.39 -4.19 -1.37
O -2.968372 -1.940589 -0.800264 4.53 3.18 2.70
C -1.688936 -1.535938 1.289062 -10.80 1.59 0.03
H -0.855318 -1.916345 1.603478 4.63 -3.00 1.36
H -2.916488 -2.104611 1.712539 4.33 0.90 -1.42
C -1.895560 -0.244776 2.022500 -1.95 4.95 -0.68
C -0.690133 0.576685 2.275002 3.93 -2.29 -1.54
N 0.410264 0.110066 1.666381 -8.82 -2.69 -0.62
C 1.425137 0.756192 1.869414 15.04 4.40 0.12
C 2.651051 0.475623 1.052478 -1.07 -0.54 -2.63
C 3.881844 1.177521 1.025126 -5.07 1.23 7.54
C 4.099115 1.993057 2.253464 -1.09 3.10 -1.65
C 2.937058 2.485559 3.043719 5.57 -2.32 -1.43
C 1.893389 1.681704 2.917101 -7.80 -1.80 -1.98
C 0.679475 2.029509 3.637519 1.13 2.80 4.48
O 0.658001 2.722767 4.682395 -0.09 -1.18 -1.85
N -0.508219 1.582413 3.154703 -6.22 -2.08 1.41
H -1.424684 1.509195 3.813712 3.21 1.51 -1.37
H 2.872339 3.080677 3.937116 0.71 0.69 -0.07
H 5.072827 2.584035 2.246856 -1.27 -0.97 0.47
H 4.745681 0.861202 0.667576 3.37 -1.45 -2.75
H 2.499031 -0.265140 0.192601 0.11 0.82 1.27
H -2.373562 -0.302070 2.962487 -0.71 -0.72 1.21
H -2.647595 0.599896 1.498427 1.56 -2.46 0.75
H -0.224548 -0.457404 -0.109588 0.62 0.34 0.54
C -2.081407 0.235909 -2.638067 5.42 -1.33 -3.17
C -1.752635 0.813657 -4.033372 0.01 -1.13 -3.22
H -1.385464 -0.010077 -4.967446 -1.98 1.83 2.69
H -2.629156 1.537101 -4.500456 2.56 -1.79 1.24
H -0.747224 1.220828 -3.996741 -0.19 1.32 0.13
H -2.781601 -0.468198 -2.762920 -3.37 -1.88 0.61
H -2.040327 0.997029 -1.979369 -1.29 2.48 2.29
H 0.061907 -0.090732 -2.206119 1.27 1.34 -0.18
H 1.104730 -3.638300 -2.747017 -0.97 0.58 -0.61
```
Forces are in eV/Å.

Values from the calculation:
* energy above the lowest of the compared OMol25 structures with the same formula, charge and spin: 1159.1 kJ/mol
* energy: -936.6824 Eh
* largest force on an atom: 17.028 eV Å⁻¹

---

The following is a quantum chemistry calculation of a single C16H21N3O2S molecule, from the Open Molecules 2025 dataset.

Structure (XYZ):
```
43
Properties=species:S:1:pos:R:3:forces:R:3
C 3.959521 2.117403 -2.088251 -0.21 -0.03 0.07
C 2.563097 2.082977 -1.481687 0.13 -0.03 0.15
C 2.394263 0.983776 -0.423661 -0.19 0.15 -0.26
C 2.361702 -0.408003 -1.060227 0.11 0.11 0.12
C 1.077415 1.219761 0.304342 0.43 0.17 0.06
O 0.140473 1.773135 -0.240359 -0.18 0.02 -0.32
N 0.985992 0.840059 1.611251 -0.17 0.09 0.37
C 1.868130 -0.030610 2.352535 0.26 -0.38 -0.04
C 1.234782 -1.414865 2.534008 0.08 0.11 0.13
C -0.156359 -1.303874 3.156358 -0.01 -0.11 -0.16
C -1.036518 -0.293506 2.410907 0.36 0.12 0.15
C -1.424268 -0.727682 1.045427 -0.80 0.06 -0.16
N -2.595306 -0.580448 0.510018 0.01 0.11 0.35
C -2.414616 -1.054009 -0.762397 1.11 -0.07 0.76
C -3.462540 -1.075300 -1.733484 -0.51 -0.12 -0.82
C -4.749825 -0.641401 -1.559505 0.56 -0.11 0.16
C -5.532485 -0.798934 -2.716718 -0.07 -0.09 -0.32
C -4.832597 -1.347575 -3.747308 0.29 -0.06 0.07
S -3.201017 -1.682731 -3.332070 -0.43 0.22 0.30
N -1.194627 -1.479756 -0.973102 -0.59 -0.21 -1.19
O -0.541764 -1.270565 0.201144 0.16 0.14 0.74
C -0.274670 1.040669 2.287054 -0.41 0.20 -0.08
H 4.176800 1.203611 -2.635291 0.10 -0.07 -0.08
H 4.712927 2.242549 -1.312209 0.13 0.01 0.04
H 4.042617 2.951420 -2.781008 0.08 0.05 -0.08
H 2.354460 3.046895 -1.012016 -0.07 -0.01 -0.07
H 1.817239 1.936120 -2.263215 -0.07 0.06 0.05
H 3.229586 1.055972 0.279732 -0.05 -0.02 -0.01
H 1.498899 -0.493800 -1.716484 -0.09 -0.03 -0.06
H 3.262744 -0.581311 -1.642861 0.08 -0.05 -0.05
H 2.291095 -1.186087 -0.304687 -0.01 -0.15 0.03
H 2.038532 0.423869 3.337285 0.08 -0.03 -0.07
H 2.828585 -0.127342 1.850972 -0.02 0.07 0.04
H 1.160895 -1.905701 1.563968 0.11 -0.03 0.07
H 1.876599 -2.022306 3.174374 0.02 -0.03 -0.01
H -0.064788 -0.964932 4.191281 -0.04 -0.01 0.04
H -0.638214 -2.283333 3.166139 -0.01 0.00 0.09
H -1.967154 -0.123028 2.958369 0.07 -0.03 -0.12
H -5.096901 -0.227564 -0.630824 -0.04 0.07 0.18
H -6.568081 -0.517460 -2.781961 -0.17 0.03 -0.05
H -5.181265 -1.575069 -4.735263 -0.10 -0.03 -0.20
H -0.084102 1.438807 3.288790 -0.01 -0.02 -0.01
H -0.859258 1.760168 1.710634 0.09 -0.08 0.18
```
Forces are in eV/Å.

Values from the calculation:
* energy above the lowest of the compared OMol25 structures with the same formula, charge and spin: 145.3 kJ/mol
* energy: -1335.2262 Eh
* SMILES: CC[C@H](C)C(=O)N1CCC[C@H](c2nc(-c3cccs3)no2)C1
* largest force on an atom: 1.348 eV Å⁻¹

---

The following is a quantum chemistry calculation of C16H21N3O3PbS as an isolated structure, from the Open Molecules 2025 dataset.

Structure (XYZ):
```
45
Properties=species:S:1:pos:R:3:forces:R:3
N 1.056888 2.565021 -0.288222 -0.72 0.74 0.09
C 0.896082 3.702317 -0.107437 0.42 -1.40 -0.33
C 0.751949 5.122711 0.089041 -0.07 0.39 0.10
H -0.312298 5.387037 0.055269 0.23 0.05 0.00
H 1.287114 5.651798 -0.709792 -0.09 -0.04 0.19
H 1.174574 5.397139 1.062998 -0.05 0.05 -0.21
N 2.698174 -1.753188 -0.657025 -0.31 0.20 -0.20
C 3.667387 -2.382842 -0.680738 -0.55 0.39 -0.10
C 4.876552 -3.166157 -0.714623 0.28 -0.23 0.03
H 5.565885 -2.731390 -1.450190 -0.09 -0.10 0.18
H 4.629611 -4.195883 -1.003297 0.10 0.18 0.09
H 5.339669 -3.157962 0.279775 -0.01 -0.05 -0.21
N -1.932671 -2.020032 -0.420707 -0.23 0.58 0.05
C -3.028686 -2.300350 -0.179460 0.69 -0.07 -0.22
C -4.383337 -2.719121 0.094075 -0.29 -0.08 0.07
H -4.371753 -3.482561 0.881155 -0.07 0.11 -0.16
H -4.820608 -3.138142 -0.821273 0.03 0.06 0.22
H -4.971716 -1.853418 0.420663 0.02 -0.22 -0.06
Pb 0.273333 -0.171461 -0.987635 0.95 -0.81 4.85
C 0.439540 -2.135490 1.370080 -0.10 -1.07 1.96
O 0.404842 -2.686186 2.365913 0.09 1.15 -2.19
C 2.191235 0.457169 1.433335 1.22 0.80 2.53
O 2.676030 0.763513 2.423475 -1.24 -0.81 -2.62
C 0.947506 1.083176 -3.003792 0.72 0.09 -0.91
C -0.463128 1.159793 -2.887752 -0.24 0.70 -0.65
C -1.235727 -0.035391 -2.890054 -0.70 -0.17 -0.69
C -0.587712 -1.289472 -3.013661 0.17 -0.59 -0.98
C 0.818164 -1.354329 -3.124694 -0.39 -0.33 -0.97
C 1.582388 -0.173452 -3.119353 0.18 0.49 -0.96
H 1.538601 1.998641 -3.027503 -0.12 -0.20 0.10
H -0.960055 2.132215 -2.830903 0.15 -0.27 0.06
H -2.325788 0.017147 -2.829279 0.29 -0.02 0.06
H -1.180069 -2.202590 -3.043513 0.12 0.17 0.11
H 1.302521 -2.319724 -3.242322 -0.04 0.09 0.10
H 2.662131 -0.220373 -3.234590 -0.11 0.01 0.11
C -2.485784 2.016879 3.085741 -0.08 1.12 -0.52
S -0.872136 1.319662 2.750991 -1.93 -1.56 0.32
C -0.871892 0.094625 4.080927 1.17 -0.21 0.16
O -1.030790 0.543817 1.463128 0.57 0.72 0.41
H -2.478143 2.412762 4.101438 0.08 0.06 0.03
H -3.226781 1.224706 2.962282 0.19 -0.10 0.03
H -2.643407 2.820992 2.365022 -0.18 0.02 0.13
H -1.593116 -0.681631 3.823479 -0.08 0.16 -0.16
H 0.136045 -0.312150 4.156921 -0.04 -0.09 0.16
H -1.140621 0.612176 5.002114 0.05 0.12 -0.01
```
Forces are in eV/Å.

Values from the calculation:
* energy above the lowest of the compared OMol25 structures with the same formula, charge and spin: 0.0 kJ/mol
* energy: -1601.4840 Eh
* charge: +4
* largest force on an atom: 5.013 eV Å⁻¹

---

The following is a quantum chemistry calculation of a single C16H21N3O5 molecule, from the Open Molecules 2025 dataset.

Structure (XYZ):
```
45
Properties=species:S:1:pos:R:3:forces:R:3
C 2.830722 2.880604 -2.980557 0.24 -1.05 0.40
N 2.006715 2.699554 -1.792040 -0.31 -0.29 -0.41
C 1.954214 3.525524 -0.741967 -0.44 1.41 -0.12
O 2.429359 4.653871 -0.779817 0.00 -0.34 0.57
C 1.252129 3.003258 0.550396 0.59 -0.53 0.55
C 0.755295 4.087500 1.517532 -0.48 0.85 -0.06
C -0.089557 3.500681 2.633648 -1.28 -1.29 -0.63
O -1.308060 3.443141 2.614558 0.64 0.74 -0.34
O 0.560231 2.797117 3.557044 1.53 0.88 -0.45
N 0.215597 1.993305 0.398477 -1.60 1.17 -0.01
C 0.491739 0.739215 0.093398 0.86 -1.80 -0.38
O 1.634824 0.383218 -0.176250 0.12 -0.19 -0.11
C -0.623005 -0.318751 0.040039 -0.84 -0.41 -0.08
C -0.850621 -0.892149 -1.401632 -0.78 0.25 0.29
C -1.360402 -2.343558 -1.470326 -0.04 0.26 -0.02
C -2.740048 -2.687692 -1.533759 1.53 -0.47 0.27
C -3.123863 -4.027600 -1.629348 1.05 -0.23 0.00
C -2.142591 -5.047404 -1.639276 0.94 1.47 -0.09
C -0.764147 -4.711269 -1.569815 -1.66 1.15 -0.07
C -0.388582 -3.350414 -1.491114 -0.55 -1.06 0.14
N -0.360312 -1.409379 0.973792 0.19 0.60 -0.47
C -0.451997 -1.206687 2.297467 -0.87 0.92 1.82
C -0.151323 -2.428907 3.155387 -1.66 -0.11 -0.35
O -0.778605 -0.119396 2.820252 0.66 -1.40 -1.23
H 2.337429 2.435289 -3.868749 0.42 0.06 0.67
H 3.843863 2.466739 -2.786776 -0.61 -0.11 -0.40
H 2.990228 3.903483 -3.170819 -0.08 1.36 -0.13
H 1.605380 1.800350 -1.660424 0.08 -0.67 0.07
H 2.069851 2.501442 1.067606 0.20 -0.21 0.05
H 0.110456 4.810738 0.992547 0.34 -0.20 0.21
H 1.597161 4.609632 1.963164 0.14 0.10 -0.24
H -0.118436 2.311855 4.009487 -0.72 -0.72 0.67
H -0.719092 2.213293 0.765507 0.58 -0.13 -0.32
H -1.552777 0.152806 0.325594 -0.34 0.09 0.42
H 0.100538 -0.818160 -1.894437 0.45 -0.19 -0.47
H -1.562210 -0.224209 -1.935832 0.48 -0.36 0.37
H -3.469526 -1.909444 -1.432334 -0.34 0.29 -0.22
H -4.169644 -4.291463 -1.723746 0.02 0.03 0.13
H -2.422223 -6.074871 -1.733384 -0.21 -0.42 -0.01
H -0.009879 -5.467548 -1.620597 0.25 -0.38 0.09
H 0.674897 -3.118824 -1.385707 -0.31 0.15 -0.27
H -0.112723 -2.328919 0.620077 -0.12 0.47 0.13
H -0.637315 -2.328555 4.157375 0.43 -0.15 -1.01
H 0.897626 -2.445246 3.247438 1.41 -0.18 0.44
H -0.451314 -3.362170 2.617922 0.09 0.64 0.62
```
Forces are in eV/Å.

Values from the calculation:
* energy above the lowest of the compared OMol25 structures with the same formula, charge and spin: 0.0 kJ/mol
* energy: -1162.8350 Eh
* SMILES: CNC(=O)[C@@H](CC(=O)O)NC(=O)[C@@H](Cc1ccccc1)NC(C)=O
* largest force on an atom: 2.218 eV Å⁻¹

---

Number 1: molecular weight 287.4 g mol⁻¹. Number 2: molecular weight 319.4 g mol⁻¹. Number 3: molecular weight 542.6 g mol⁻¹. Number 4: molecular weight 335.4 g mol⁻¹.